No. 1
63
Properties=species:S:1:pos:R:3:nbo_charge:R:1 method="wB97M-V/def2-TZVPD" e_above_lowest_kj_mol=51.1 total_charge=0 smiles="CCN1CCN(CC(=O)Nc2ccc(S(=O)(=O)N3[C@H](C)CCC[C@@H]3C)cc2)CC1"
C -3.79914 -7.19674 0.21294 -0.61
C -3.00132 -7.13479 1.51042 -0.21
N -2.35477 -5.84757 1.68799 -0.45
C -1.24675 -5.91753 2.62695 -0.24
C -0.75340 -4.49531 2.95778 -0.22
N -1.09804 -3.53418 1.92849 -0.46
C -0.46534 -3.80610 0.64617 -0.32
C -0.35824 -2.54324 -0.20660 0.68
O -0.22034 -2.57921 -1.40795 -0.60
N -0.40233 -1.41683 0.55666 -0.62
C -0.35635 -0.08220 0.17678 0.17
C -0.48769 0.88493 1.17646 -0.24
C -0.44834 2.22725 0.85451 -0.18
C -0.27699 2.60722 -0.46324 -0.36
S -0.19282 4.33958 -0.90412 2.35
O -1.05081 4.58157 -2.02756 -0.94
O -0.40732 5.11372 0.28976 -0.95
N 1.37224 4.45118 -1.42734 -0.72
C 2.38825 4.33270 -0.40370 -0.04
C 2.65258 5.62972 0.36648 -0.63
C 3.66157 3.73708 -1.01709 -0.40
C 4.07589 4.49002 -2.27729 -0.40
C 2.93845 4.45077 -3.29316 -0.40
C 1.64887 5.04682 -2.71790 -0.04
C 1.65941 6.57833 -2.69151 -0.63
C -0.14662 1.66089 -1.46196 -0.18
C -0.18579 0.31513 -1.15078 -0.20
C -2.55189 -3.42738 1.82970 -0.22
C -3.25873 -4.77714 2.06273 -0.25
H -4.67956 -6.56090 0.25138 0.20
H -3.17599 -6.87615 -0.61745 0.21
H -4.12631 -8.21762 0.03377 0.21
H -3.65264 -7.38266 2.36773 0.16
H -2.20903 -7.88721 1.46749 0.20
H -0.44936 -6.49832 2.15421 0.20
H -1.53402 -6.43135 3.56239 0.17
H -1.21335 -4.14338 3.88554 0.20
H 0.32952 -4.49341 3.09901 0.21
H -0.97834 -4.57988 0.06315 0.23
H 0.55811 -4.14923 0.82497 0.22
H -0.54645 -1.61100 1.54466 0.43
H -0.62276 0.57468 2.20267 0.21
H -0.55361 2.99458 1.60527 0.25
H 1.97515 3.61044 0.31351 0.21
H 3.24485 5.41031 1.25213 0.21
H 3.18844 6.35727 -0.23391 0.20
H 1.70183 6.05465 0.67547 0.24
H 4.46040 3.76309 -0.27468 0.21
H 3.46987 2.69372 -1.27742 0.21
H 4.32793 5.52200 -2.03289 0.20
H 4.96687 4.02602 -2.70544 0.21
H 3.21143 5.00060 -4.19469 0.21
H 2.75417 3.41074 -3.57018 0.20
H 0.80163 4.74484 -3.34304 0.23
H 2.55124 6.97395 -2.21564 0.20
H 0.78517 6.92823 -2.14844 0.22
H 1.61334 6.95966 -3.70898 0.21
H -0.02454 1.99289 -2.48043 0.23
H -0.09060 -0.43498 -1.91822 0.25
H -2.89322 -2.70361 2.57843 0.20
H -2.79840 -3.03626 0.84199 0.21
H -4.15411 -4.82855 1.44508 0.21
H -3.57189 -4.87186 3.11894 0.16

No. 2
26
Properties=species:S:1:pos:R:3:nbo_charge:R:1 method="wB97M-V/def2-TZVPD" total_charge=0 smiles="N=P(O)(O)[C@@]1(CCCCl)COS(=O)(=O)O1"
N 2.77170 1.65695 0.86795 -1.26
P 1.38008 1.73483 -0.00511 2.04
O 0.26958 2.71426 0.96779 -0.95
O 1.72478 2.58396 -1.48665 -0.95
C 0.65534 -0.04778 -0.30251 -0.05
C -0.92050 0.23447 -0.69470 -0.46
C -1.94427 -0.21493 0.50471 -0.43
C -3.53206 0.19073 0.22021 -0.38
Cl -4.16367 -0.42879 -1.41025 -0.08
C 1.51985 -1.09623 -1.21961 -0.15
O 2.53228 -1.76194 -0.33406 -0.63
S 1.57223 -2.16053 1.05873 2.27
O 0.77057 -3.43265 0.59789 -0.82
O 2.37203 -2.30091 2.40783 -0.77
O 0.68300 -0.69585 1.03524 -0.68
H 2.97871 0.64835 1.04270 0.37
H 0.00351 2.17064 1.76619 0.51
H 2.00214 1.96998 -2.22933 0.51
H -1.11202 -0.32368 -1.72220 0.24
H -0.99368 1.39799 -0.93101 0.24
H -1.93623 -1.40756 0.53227 0.24
H -1.68883 0.25896 1.56005 0.23
H -3.72309 1.34677 0.40955 0.23
H -4.14778 -0.38151 1.06601 0.23
H 0.77061 -1.95183 -1.57945 0.24
H 2.15574 -0.70372 -2.12223 0.25

No. 3
11
Properties=species:S:1:pos:R:3:nbo_charge:R:1 method="wB97M-V/def2-TZVPD" e_above_lowest_kj_mol=149.5 total_charge=0
N -0.70532 0.97376 1.32943 -0.83
C -0.57162 -0.25713 0.64915 -0.21
C 0.12825 -0.43595 -0.48653 0.41
N 0.80534 0.56010 -1.18863 -0.84
O -0.01791 -1.59395 -1.20517 -0.69
H -0.30495 1.74208 0.80849 0.36
H -0.34053 0.95283 2.27461 0.36
H -0.98890 -1.10549 1.17284 0.18
H 1.46750 1.08141 -0.62902 0.38
H 1.22098 0.18814 -2.03138 0.39
H -0.69284 -2.10580 -0.69378 0.48

No. 4
13
Properties=species:S:1:pos:R:3:nbo_charge:R:1 method="wB97M-V/def2-TZVPD" e_above_lowest_kj_mol=288.8 total_charge=0 smiles="O=C1C=NC(CO)=C1"
O -2.02016 -0.35158 -2.42735 -0.46
C -1.39383 -0.28324 -1.41574 0.51
C -1.92036 -0.88710 -0.00505 0.06
N -0.93509 -0.83547 0.83088 -0.43
C 0.22877 -0.24705 0.28865 0.21
C 1.25365 0.39089 1.21538 -0.10
O 2.23640 1.14175 0.53554 -0.72
C 0.04244 0.09330 -1.07024 -0.39
H -2.91539 -1.19749 0.22168 0.21
H 1.61479 -0.41989 1.86531 0.19
H 0.59846 1.10645 1.93412 0.21
H 2.55101 0.76686 -0.36598 0.49
H 0.65930 0.72257 -1.60719 0.22

no.,E (eV),E_LUMO (eV),gap between HOMO and LUMO (eV)
1,-45267.2543,0.583,9.165
2,-51779.7354,-0.592,8.504
3,-7198.2380,0.902,8.106
4,-10848.3213,-1.286,8.303